# 1
ORCA calculation (ωB97M-V with the def2-TZVPD basis set) on a single C20H20Cl2F3N3O2 molecule in a non-equilibrium geometry.

Its multiplicity is 1. As for the structure (SMILES): CC(C)CCc1c(NC(=O)CCl)cc(C(=O)Nc2cccnc2Cl)cc1C(F)(F)F. The value obtained for the LUMO energy is -0.0045 Eh. The value obtained for the strongest force on any atom is 0.0884 Eh/bohr. Its relative energy (zero: lowest compared OMol25 entry of this formula, charge and spin) is 0.0 kcal per mole. The value obtained for the electronic energy is -62826.4714 eV. The value obtained for the HOMO energy is -0.3330 Ha.

Last column: Löwdin charge in e.
Positions of all 50 atoms, in Å:
C 4.410 -0.138 -3.532  -0.060
C 3.027 -0.886 -3.586  -0.396
C 3.295 -2.151 -4.453  -0.079
C 2.545 -1.213 -2.181  -0.192
C 2.059 0.052 -1.587  -0.146
C 1.205 -0.272 -0.305  -0.003
C -0.221 -0.441 -0.368  -0.165
N -0.788 -0.514 -1.664  0.129
C -1.910 0.204 -2.173  -0.446
O -2.793 0.720 -1.431  0.028
C -2.249 0.374 -3.638  -0.471
Cl -0.700 0.504 -4.517  0.583
C -0.975 -0.626 0.741  0.076
C -0.443 -0.690 2.044  -0.122
C -1.234 -0.927 3.212  -0.407
O -2.173 -1.676 3.023  0.109
N -0.951 -0.285 4.398  0.126
C -1.560 -0.527 5.597  -0.245
C -1.943 -1.829 6.046  0.019
C -2.573 -1.939 7.331  -0.042
C -2.839 -0.763 8.098  -0.175
N -2.360 0.411 7.781  0.040
C -1.706 0.514 6.566  -0.557
Cl -1.026 2.146 6.234  0.631
C 0.892 -0.465 2.107  0.022
C 1.759 -0.372 1.019  -0.012
C 3.294 -0.293 1.268  -0.495
F 3.896 -1.400 0.698  0.115
F 3.881 0.854 0.886  0.145
F 3.485 -0.281 2.619  0.106
H 4.892 0.046 -4.497  0.075
H 5.173 -0.542 -2.864  0.079
H 4.164 0.850 -3.025  0.087
H 2.211 -0.404 -4.132  0.104
H 4.191 -2.640 -4.083  0.078
H 3.492 -1.795 -5.469  0.076
H 2.522 -2.843 -4.614  0.052
H 1.626 -1.751 -2.147  0.107
H 3.399 -1.604 -1.582  0.134
H 1.598 0.668 -2.315  0.105
H 2.948 0.463 -1.224  0.076
H -0.163 -0.784 -2.316  0.032
H -2.773 1.354 -3.763  0.099
H -2.831 -0.517 -4.065  0.117
H -1.965 -0.891 0.449  0.129
H -0.399 0.532 4.365  0.092
H -2.026 -2.660 5.327  0.117
H -2.980 -2.946 7.495  0.102
H -3.221 -0.950 9.117  0.111
H 1.298 -0.413 3.074  0.111

# 2
ORCA calculation (ωB97M-V with the def2-TZVPD basis set) on 2 unconnected molecules or ions with the total composition C10H23N5 in a non-equilibrium geometry.

Its multiplicity is 1. As for the total charge: +2. The value obtained for the LUMO energy is -0.2213 Eh. The value obtained for the strongest force on any atom is 0.0796 Eh/bohr. Its relative energy (zero: lowest compared OMol25 entry of this formula, charge and spin) is 0.0 kcal per mole. The value obtained for the electronic energy is -18177.5707 eV. The value obtained for the HOMO energy is -0.5906 Ha.

Last column: Löwdin charge in e.
Positions of all 38 atoms, in Å:
C 1.538 -0.972 -0.172  -0.092
C -2.493 -1.856 -0.398  -0.420
C 3.739 -0.351 -0.392  -0.073
C 3.016 -0.122 -1.795  -0.039
C 2.604 1.141 2.114  -0.067
C -1.312 1.707 -0.615  -0.165
C -1.441 2.683 0.530  -0.038
C -3.693 0.707 -0.529  -0.007
C 2.635 -0.385 1.965  -0.149
C -2.222 0.531 -0.486  -0.313
N 2.610 -0.656 0.508  -0.089
N 1.757 -0.863 -1.450  0.072
N -2.616 -2.396 0.853  0.238
N -1.791 -0.666 -0.429  0.155
N -2.726 -2.500 -1.506  0.234
H 4.557 -1.108 -0.398  0.141
H 4.350 0.520 0.071  0.158
H 2.768 0.987 -1.852  0.141
H 3.578 -0.457 -2.704  0.146
H 2.081 1.726 1.208  0.132
H 2.078 1.467 2.991  0.071
H 3.619 1.361 2.247  0.051
H 0.709 -1.274 0.359  0.128
H -1.639 2.141 -1.502  0.118
H -0.388 1.263 -0.636  0.066
H -2.457 2.920 0.599  0.064
H -0.925 3.634 0.359  0.108
H -1.062 2.176 1.357  0.064
H -4.017 1.698 -1.000  0.126
H -4.240 -0.099 -1.069  0.095
H -4.036 0.733 0.597  0.150
H 3.672 -0.767 2.360  0.172
H 1.821 -0.880 2.451  0.110
H 1.135 -1.252 -2.134  0.152
H -2.763 -1.853 1.663  0.123
H -3.202 -3.175 0.754  0.108
H -2.879 -3.553 -1.522  0.189
H -2.363 -2.211 -2.398  0.141

# 3
ORCA calculation (ωB97M-V with the def2-TZVPD basis set) on a molecular structure, C28H37Cl3GeMnN3O3P.

Its multiplicity is 5. As for the total charge: +1. The value obtained for the LUMO energy (spin up / spin down) is -0.1454 / -0.1073 Eh. The value obtained for the strongest force on any atom is 0.0056 Eh/bohr. Its relative energy (zero: lowest compared OMol25 entry of this formula, charge and spin) is 13.8 kcal per mole. As for the expectation value of S²: 6.177. The value obtained for the electronic energy is -174939.7220 eV. The value obtained for the HOMO energy (spin up / spin down) is -0.4032 / -0.4045 Ha.

Last column: Mulliken spin population.
Positions of all 77 atoms, in Å:
Mn -0.031 0.386 0.111  4.271
C 1.656 7.495 1.216  0.000
O 0.464 6.827 0.804  0.000
C -0.529 6.692 1.735  0.002
C -0.933 7.705 2.593  -0.001
C -1.995 7.495 3.458  0.001
C -2.682 6.290 3.450  -0.001
C -2.303 5.286 2.574  0.003
C -1.208 5.473 1.739  -0.004
N -0.791 4.485 0.809  0.012
C -0.529 3.194 1.100  0.061
N -0.602 2.790 2.374  0.014
C -0.394 1.486 2.850  -0.038
C -0.169 0.368 2.070  -0.355
C 0.042 -0.885 2.650  0.002
C 0.032 -0.999 4.028  -0.018
C -0.202 0.114 4.831  0.038
C -0.419 1.349 4.252  -0.048
O -0.662 2.504 4.926  -0.003
C -0.730 2.444 6.348  0.000
N -0.199 2.328 0.164  0.019
C -0.093 2.646 -1.215  -0.065
C -0.919 1.988 -2.119  -0.065
C -0.736 2.144 -3.490  -0.006
C 0.260 2.984 -3.946  -0.003
C 1.094 3.660 -3.056  0.006
C 0.938 3.479 -1.692  0.001
O 1.707 4.056 -0.733  0.002
C 2.756 4.918 -1.161  0.001
H 2.247 7.650 0.318  0.000
H 2.207 6.877 1.927  0.000
H 1.447 8.464 1.666  0.000
H -0.429 8.661 2.576  0.000
H -2.302 8.288 4.125  0.000
H -3.529 6.138 4.104  0.000
H -2.866 4.363 2.523  0.000
H -0.352 4.835 -0.030  0.001
H -0.774 3.488 3.086  -0.006
H 0.179 -1.764 2.034  0.001
H 0.184 -1.965 4.488  -0.002
H -0.222 0.006 5.905  0.003
H 0.221 2.111 6.767  0.000
H -1.532 1.776 6.668  0.000
H -0.943 3.455 6.679  0.000
H -1.732 1.371 -1.748  0.018
H -1.384 1.627 -4.183  0.000
H 0.401 3.131 -5.008  0.000
H 1.863 4.314 -3.439  0.000
H 3.255 5.250 -0.255  0.000
H 2.358 5.780 -1.699  0.000
H 3.467 4.382 -1.794  0.000
C 2.544 -2.705 -0.745  0.003
C 3.149 -1.600 0.119  0.009
P 2.480 0.050 -0.278  0.079
C 3.330 1.236 0.837  -0.018
C 4.740 0.875 1.300  0.003
C 3.041 0.418 -1.981  0.009
C 4.543 0.570 -2.200  0.004
H 2.873 -3.681 -0.392  0.000
H 2.854 -2.613 -1.787  0.000
H 1.453 -2.687 -0.716  -0.004
H 4.236 -1.578 0.022  0.001
H 2.933 -1.777 1.177  0.003
H 2.677 1.364 1.706  -0.004
H 3.312 2.198 0.315  -0.001
H 4.736 -0.027 1.913  0.000
H 5.153 1.678 1.910  0.000
H 5.421 0.707 0.467  -0.001
H 2.511 1.321 -2.297  0.002
H 2.641 -0.386 -2.605  0.002
H 4.946 1.417 -1.644  0.000
H 4.757 0.739 -3.256  0.000
H 5.091 -0.322 -1.896  0.000
Cl -1.176 -1.460 -0.475  0.067
Ge -2.035 -3.974 -1.660  0.003
Cl -4.123 -3.296 -1.563  0.000
Cl -1.884 -4.917 0.331  0.001

# 4
ORCA calculation (ωB97M-V with the def2-TZVPD basis set) on a molecular structure, C57H52IN3P2SiTi in a non-equilibrium geometry.

Its multiplicity is 3. The value obtained for the LUMO energy (spin up / spin down) is 0.0072 / 0.0037 Eh. The value obtained for the strongest force on any atom is 0.0308 Eh/bohr. Its relative energy (zero: lowest compared OMol25 entry of this formula, charge and spin) is 8.0 kcal per mole. As for the expectation value of S²: 2.009. The value obtained for the electronic energy is -122097.0087 eV. The value obtained for the HOMO energy (spin up / spin down) is -0.2092 / -0.2395 Ha.

Last column: Mulliken spin population.
Positions of all 117 atoms, in Å:
Ti -0.693 -0.334 0.706  1.402
C 3.136 -0.943 1.954  0.011
Si 2.041 -0.199 0.576  0.014
C 2.622 -1.080 -1.037  0.025
C 3.946 -0.966 -1.478  0.002
C 4.380 -1.554 -2.652  0.000
C 3.493 -2.284 -3.433  0.001
C 2.182 -2.429 -3.019  -0.005
C 1.755 -1.832 -1.833  -0.026
P 0.085 -2.106 -1.166  0.202
C 0.305 -3.697 -0.299  -0.037
C 0.375 -3.696 1.089  -0.011
C 0.633 -4.869 1.782  0.018
C 0.818 -6.057 1.094  0.002
C 0.762 -6.068 -0.294  -0.001
C 0.515 -4.894 -0.986  -0.012
C -0.943 -2.476 -2.624  0.002
C -0.877 -1.583 -3.698  0.001
C -1.735 -1.712 -4.778  0.000
C -2.674 -2.733 -4.804  0.002
C -2.745 -3.626 -3.745  0.001
C -1.886 -3.502 -2.664  0.003
C 2.785 1.545 0.250  -0.019
C 3.987 1.931 0.850  -0.002
C 4.565 3.168 0.616  0.000
C 3.954 4.070 -0.244  0.000
C 2.761 3.719 -0.850  -0.001
C 2.179 2.476 -0.606  -0.013
P 0.562 2.054 -1.338  0.002
C -0.302 3.668 -1.466  -0.009
C -0.143 4.561 -2.528  0.000
C -0.830 5.763 -2.551  0.000
C -1.687 6.097 -1.513  0.000
C -1.853 5.225 -0.449  0.001
C -1.167 4.019 -0.432  0.000
C 0.884 1.677 -3.082  -0.016
C 2.117 1.206 -3.517  -0.002
C 2.280 0.769 -4.823  0.000
C 1.220 0.816 -5.716  0.001
C -0.012 1.298 -5.292  0.001
C -0.182 1.713 -3.984  0.001
H 4.176 -1.121 1.665  -0.001
H 2.720 -1.905 2.262  0.000
H 3.129 -0.298 2.836  0.000
H 4.651 -0.386 -0.891  0.000
H 5.412 -1.444 -2.964  0.000
H 3.826 -2.741 -4.357  0.000
H 1.485 -3.000 -3.620  0.000
H 0.257 -2.768 1.641  0.006
H 0.686 -4.849 2.864  0.002
H 1.016 -6.973 1.635  0.000
H 0.918 -6.992 -0.836  0.000
H 0.488 -4.908 -2.069  0.000
H -0.143 -0.784 -3.697  0.004
H -1.662 -1.011 -5.600  0.000
H -3.344 -2.836 -5.648  0.000
H -3.470 -4.430 -3.760  0.000
H -1.955 -4.207 -1.845  -0.001
H 4.488 1.249 1.527  0.000
H 5.495 3.431 1.106  0.000
H 4.397 5.039 -0.433  0.000
H 2.268 4.424 -1.506  0.000
H 0.518 4.305 -3.346  0.000
H -0.697 6.443 -3.382  0.000
H -2.225 7.037 -1.534  0.000
H -2.520 5.474 0.367  0.000
H -1.299 3.342 0.400  0.002
H 2.954 1.164 -2.832  0.000
H 3.244 0.390 -5.137  0.000
H 1.350 0.482 -6.737  0.000
H -0.846 1.347 -5.981  0.000
H -1.154 2.072 -3.664  -0.002
C -1.198 3.287 3.361  0.000
C -0.057 2.498 2.724  -0.015
C 0.542 1.513 3.683  -0.009
C 1.561 1.921 4.532  0.003
C 2.118 1.046 5.450  0.003
C 1.666 -0.258 5.507  -0.001
C 0.653 -0.714 4.667  0.023
C 0.283 -2.176 4.722  0.007
C -0.521 -2.554 5.962  0.001
C 0.068 0.196 3.770  0.033
N -0.912 -0.246 2.850  0.000
C -2.024 -0.756 3.295  0.065
C -2.857 -1.471 2.416  0.028
C -4.129 -2.043 2.573  0.027
C -4.453 -2.601 1.343  -0.005
C -3.361 -2.343 0.497  0.065
N -2.394 -1.676 1.132  -0.043
H -1.624 4.017 2.668  0.000
H -0.847 3.824 4.242  0.001
H -1.999 2.622 3.692  -0.001
H 0.721 3.176 2.364  -0.003
H -0.411 1.977 1.823  0.054
H 1.929 2.939 4.458  0.000
H 2.918 1.375 6.100  0.000
H 2.125 -0.958 6.195  0.000
H 1.211 -2.756 4.705  0.002
H -0.266 -2.465 3.824  0.001
H 0.031 -2.321 6.874  0.000
H -0.752 -3.619 5.969  0.000
H -1.464 -2.006 6.006  0.000
H -2.311 -0.639 4.342  -0.001
H -4.718 -2.045 3.477  0.002
H -5.347 -3.138 1.072  0.000
H -3.268 -2.617 -0.545  0.000
I -5.558 2.998 1.902  0.000
C -4.383 2.023 0.492  -0.004
C -4.790 1.871 -0.819  0.018
C -3.938 1.212 -1.684  -0.008
C -2.731 0.732 -1.208  0.123
N -2.340 0.877 0.049  0.019
C -3.148 1.511 0.877  0.119
H -5.747 2.250 -1.149  0.001
H -4.199 1.047 -2.720  -0.001
H -2.058 0.197 -1.872  -0.039
H -2.805 1.610 1.900  -0.011